Entry from the Open Molecules 2025 dataset: a single C10H20N2O2 molecule in a non-equilibrium geometry (ωB97M-V/def2-TZVPD).

ORCA input file:
```
! wB97M-V def2-TZVPD RIJCOSX def2/J DEFGRID3
* xyz 0 1
C -2.197 -2.900 -0.445
C -2.866 -1.510 -0.034
C -0.748 -0.534 0.550
C -1.391 1.700 -0.603
C -0.634 2.963 -0.234
C 0.185 2.584 0.940
C 1.363 1.840 0.401
C 0.896 0.829 -0.776
C 1.799 -0.621 -0.752
C 2.886 -1.251 0.439
H -1.071 -2.625 -0.594
H -2.366 -3.594 -1.369
H -2.376 -3.459 0.587
H -4.112 -1.146 0.153
H -2.431 -0.785 -1.010
H -1.877 -1.459 1.764
H -2.173 1.622 0.158
H -1.918 2.022 -1.558
H -1.381 3.715 0.025
H -0.052 3.073 -1.288
H -0.205 1.905 1.625
H 0.510 3.342 1.713
H 2.478 2.318 -0.076
H 1.825 1.113 1.200
H 0.706 0.927 -1.852
H 1.149 -1.529 -1.200
H 2.563 -0.501 -1.646
H 2.326 -2.024 0.920
H 2.884 -0.325 1.133
H 4.447 -2.566 0.295
N -1.963 -0.983 0.906
N -0.633 0.298 -0.561
O 0.172 -0.880 1.387
O 4.207 -1.562 -0.199
*
```

The energy above the lowest of the compared OMol25 structures with the same formula, charge and spin comes out at 929.5 kJ/mol.

Entry from the Open Molecules 2025 dataset: a molecular structure, C15H16BrClGaO8 (ωB97M-V/def2-TZVPD).

ORCA input file:
```
! wB97M-V def2-TZVPD RIJCOSX def2/J DEFGRID3
* xyz -1 1
Cl -0.582 -1.744 0.361
Ga -1.736 -0.427 -1.131
C -0.381 0.795 -2.017
C -0.743 2.277 -1.939
C -0.811 2.852 -0.535
Br 0.763 2.449 0.558
H -2.867 0.412 -0.349
H -2.382 -1.457 -2.153
H 0.627 0.628 -1.630
H -0.357 0.502 -3.073
H -0.076 2.912 -2.537
H -1.754 2.415 -2.347
H -1.661 2.462 0.019
H -0.852 3.939 -0.542
C 1.062 2.855 4.380
C -0.026 3.421 4.929
C -0.090 3.848 6.391
O -1.136 4.363 6.752
C 1.053 3.628 7.240
C 2.139 3.062 6.693
C 2.208 2.651 5.223
O 3.275 2.168 4.878
O 3.260 2.801 7.343
O -1.144 3.669 4.273
H 1.099 2.552 3.342
H 1.000 3.923 8.278
H 3.847 2.398 6.664
H -1.750 4.076 4.925
C 0.045 -5.259 -5.850
C -1.074 -4.550 -5.635
C -1.322 -3.780 -4.342
O -2.376 -3.176 -4.289
C -0.330 -3.808 -3.291
C 0.785 -4.519 -3.512
C 1.039 -5.279 -4.806
O 2.103 -5.878 -4.879
O 1.783 -4.639 -2.647
O -2.075 -4.431 -6.489
H 0.231 -5.808 -6.762
H -0.526 -3.255 -2.378
H 2.445 -5.203 -3.093
H -2.717 -3.846 -6.024
*
```

The total energy comes out at -6142.17427 a.u.

Entry from the Open Molecules 2025 dataset: a single C11H11NO2 molecule in a non-equilibrium geometry (ωB97M-V/def2-TZVPD).

ORCA input file:
```
! wB97M-V def2-TZVPD RIJCOSX def2/J DEFGRID3
* xyz 0 1
C 2.861 -0.806 2.250
C 1.616 -0.941 2.823
C 2.965 -0.577 0.922
C 0.462 -0.939 2.011
C 1.814 -0.579 0.078
C 0.511 -0.689 0.657
C -0.909 -0.914 -1.655
C -0.985 0.242 -2.396
C -2.090 -0.995 0.461
C -0.801 -0.451 -0.199
C -1.682 2.631 -1.925
N -0.881 1.434 -1.641
O -3.130 -0.440 0.621
O -0.958 1.040 -0.268
H 3.706 -0.688 2.856
H 1.491 -0.909 3.880
H 4.022 -0.451 0.479
H -0.557 -0.933 2.451
H 1.937 -0.286 -0.916
H -0.787 -1.902 -2.104
H -1.218 0.389 -3.417
H -2.057 -2.019 0.834
H -1.269 2.938 -2.829
H -2.789 2.591 -1.831
H -1.271 3.255 -1.144
*
```

The energy above the lowest of the compared OMol25 structures with the same formula, charge and spin comes out at 510.1 kJ/mol.

Entry from the Open Molecules 2025 dataset: a single C5H5BrSSe molecule in a non-equilibrium geometry (ωB97M-V/def2-TZVPD).

ORCA input file:
```
! wB97M-V def2-TZVPD RIJCOSX def2/J DEFGRID3
* xyz 0 1
C 1.429 -1.250 0.600
C -1.319 -1.136 1.192
C 1.462 0.033 0.683
C -2.055 -1.061 0.134
C 0.170 2.567 -0.500
S 0.117 -2.364 1.086
Se 0.415 1.523 1.003
Br -3.520 0.099 0.033
H 2.308 -1.816 0.296
H -1.458 -0.696 2.147
H -1.945 -1.599 -0.818
H -0.282 3.564 -0.369
H 0.080 2.397 -1.581
*
```

The energy above the lowest of the compared OMol25 structures with the same formula, charge and spin comes out at 414.6 kJ/mol.

Entry from the Open Molecules 2025 dataset: a single C26H30N4O5 molecule (ωB97M-V/def2-TZVPD).

ORCA input file:
```
! wB97M-V def2-TZVPD RIJCOSX def2/J DEFGRID3
* xyz 0 1
C 3.481 1.966 0.753
C 2.426 1.338 1.649
O 1.336 0.972 0.827
C 0.253 0.365 1.409
C 0.112 0.100 2.760
C -1.024 -0.519 3.266
C -2.058 -0.887 2.393
C -1.922 -0.624 1.035
C -0.784 -0.007 0.537
N -0.605 0.273 -0.816
C -1.424 0.009 -1.859
O -2.512 -0.534 -1.802
C -0.853 0.460 -3.166
N 0.294 1.076 -3.169
N 0.821 1.479 -4.301
C 0.250 1.307 -5.567
O 0.821 1.715 -6.561
C -1.028 0.625 -5.539
C -1.567 0.210 -4.372
H -2.515 -0.303 -4.310
H -1.510 0.471 -6.492
C 2.115 2.127 -4.193
C 3.191 1.165 -3.759
C 4.160 1.564 -2.849
C 5.159 0.689 -2.461
C 5.193 -0.598 -2.971
C 4.229 -1.002 -3.879
C 3.236 -0.124 -4.276
H 2.496 -0.440 -4.997
H 4.253 -2.002 -4.285
H 5.969 -1.283 -2.664
H 5.913 1.012 -1.758
H 4.137 2.567 -2.448
H 2.340 2.524 -5.189
H 2.036 2.950 -3.479
H 0.273 0.728 -1.039
H -2.693 -0.892 0.333
O -3.150 -1.491 2.939
C -4.217 -1.881 2.094
C -5.282 -2.522 2.970
H -6.122 -2.837 2.357
H -5.631 -1.811 3.714
H -4.872 -3.387 3.484
H -3.858 -2.598 1.343
H -4.626 -1.004 1.575
N -1.052 -0.739 4.674
C -2.109 -0.018 5.368
C -1.867 -0.158 6.871
H -2.667 0.322 7.439
O -1.858 -1.510 7.268
C -0.869 -2.227 6.566
C -1.085 -2.144 5.055
H -0.281 -2.667 4.533
H -2.047 -2.615 4.800
H -0.938 -3.260 6.913
H 0.125 -1.823 6.811
H -0.904 0.310 7.127
H -2.061 1.035 5.079
H -3.105 -0.415 5.123
H 0.879 0.364 3.469
H 2.097 2.055 2.414
H 2.832 0.449 2.151
H 3.779 1.260 -0.017
H 3.079 2.855 0.274
H 4.350 2.243 1.344
*
```

The energy above the lowest of the compared OMol25 structures with the same formula, charge and spin comes out at 324.0 kJ/mol.

Entry from the Open Molecules 2025 dataset: a molecular structure, C27H24N6RhSSe2 in a non-equilibrium geometry (ωB97M-V/def2-TZVPD).

ORCA input file:
```
! wB97M-V def2-TZVPD RIJCOSX def2/J DEFGRID3
* xyz 1 1
Rh 0.697 -0.327 0.933
N -2.214 -3.011 -0.839
C -1.225 -2.179 -0.492
S -0.993 -1.859 1.221
N -0.519 -1.595 -1.425
N 0.345 -0.688 -0.996
C 1.227 -0.148 -1.816
C 1.653 -0.788 -3.066
C 3.035 -0.903 -3.284
C 3.523 -1.599 -4.374
C 2.643 -2.173 -5.281
C 1.276 -2.041 -5.090
C 0.778 -1.369 -3.986
C 1.876 1.032 -1.277
C 2.535 1.971 -2.076
C 3.075 3.102 -1.505
C 2.940 3.299 -0.134
C 2.240 2.360 0.595
N 1.728 1.258 0.054
H -2.632 -3.590 -0.132
H -2.288 -3.304 -1.800
H 3.720 -0.483 -2.558
H 4.592 -1.705 -4.507
H 3.023 -2.737 -6.122
H 0.588 -2.468 -5.808
H -0.287 -1.285 -3.842
H 2.577 1.797 -3.142
H 3.575 3.842 -2.115
H 3.365 4.163 0.355
H 2.082 2.487 1.659
Se 2.984 -1.835 0.570
C 3.258 -2.853 2.131
C 2.197 -3.215 2.965
C 2.445 -3.947 4.112
C 3.741 -4.338 4.428
C 4.794 -4.006 3.583
C 4.560 -3.265 2.440
H 1.184 -2.946 2.701
H 1.621 -4.218 4.759
H 3.927 -4.908 5.328
H 5.803 -4.320 3.815
H 5.375 -2.997 1.781
C 1.390 2.047 5.914
N 0.300 2.210 4.974
C 0.124 1.490 3.851
Se 1.182 0.098 3.262
N -1.006 1.921 3.253
C -1.587 2.933 4.005
C -2.738 3.685 3.836
C -3.016 4.630 4.809
C -2.177 4.818 5.909
C -1.032 4.059 6.083
C -0.751 3.115 5.107
H 2.152 1.416 5.464
H 1.035 1.578 6.832
H 1.822 3.018 6.150
H -1.369 1.502 2.413
H -3.390 3.543 2.984
H -3.908 5.234 4.720
H -2.427 5.571 6.643
H -0.388 4.194 6.941
*
```

The energy above the lowest of the compared OMol25 structures with the same formula, charge and spin comes out at 32.8 kJ/mol.